(1)
C18H30BClN3O5S | ωB97M-V/def2-TZVPD

The geometry in XYZ format:
```
59
Properties=species:S:1:pos:R:3:lowdin_charge:R:1
C -3.080 -1.386 -1.027 -0.04
C -1.543 -1.335 -0.904 -0.17
C -1.123 -0.463 0.235 -0.14
C -1.200 0.908 0.096 0.05
C -0.804 1.781 1.088 -0.10
C -0.874 3.271 0.858 -0.13
C -1.361 3.717 -0.522 -0.16
C -0.427 3.404 -1.733 -0.16
C 0.982 2.963 -1.369 -0.18
O 1.865 2.901 -2.502 -0.04
C 1.413 2.063 -3.473 -0.35
O 1.685 0.904 -3.533 0.12
C -0.338 1.233 2.311 -0.09
C 0.035 2.225 3.404 -0.61
Cl -0.430 1.684 5.044 0.70
C 1.476 2.774 3.315 -0.23
C 2.557 2.056 4.137 -0.10
C -0.269 -0.138 2.403 -0.16
N 0.207 -0.864 3.531 0.18
C 1.433 -0.970 3.617 -0.24
O 2.574 -1.135 3.615 0.26
N -0.674 -0.955 1.398 0.20
B -0.613 -2.483 1.613 -0.60
N 0.402 -3.236 0.909 0.20
O -1.509 -3.040 2.460 0.22
H -3.547 -2.007 -0.268 0.08
H -3.314 -1.721 -2.033 0.09
H -3.467 -0.368 -0.972 0.08
H -1.090 -2.318 -0.917 0.07
H -1.191 -0.839 -1.806 0.12
H -1.586 1.290 -0.833 0.12
H -1.572 3.673 1.597 0.14
H 0.100 3.713 1.061 0.12
H -1.464 4.800 -0.478 0.12
H -2.356 3.338 -0.744 0.12
H -0.926 2.653 -2.347 0.10
H -0.343 4.289 -2.363 0.13
H 1.452 3.652 -0.673 0.13
H 0.997 1.966 -0.923 0.12
H 0.773 2.518 -4.243 0.15
H -0.618 3.071 3.232 0.08
H 1.439 3.837 3.539 0.12
H 1.755 2.713 2.260 0.10
H 3.129 2.794 4.694 0.08
H 3.276 1.586 3.469 0.07
H 2.180 1.318 4.836 0.04
H 1.164 -3.441 1.554 0.10
H 0.006 -4.148 0.685 0.09
H -1.725 -2.442 3.188 0.12
C 0.245 -5.715 -3.030 -0.26
S 0.584 -3.964 -2.818 0.81
O -0.733 -3.258 -2.862 -0.56
C 1.363 -3.714 -4.413 -0.26
H -0.286 -6.066 -2.147 0.05
H -0.374 -5.865 -3.914 0.06
H 1.186 -6.255 -3.127 0.06
H 0.671 -3.995 -5.207 0.06
H 2.271 -4.314 -4.468 0.06
H 1.617 -2.660 -4.501 0.05
```

Values from the calculation:
Net charge = +1
Frontier orbital gap = 7.819 eV
M = 446.79 g mol⁻¹
E_tot = -57890.1694 eV
LUMO = -3.490 eV

---

(2)
CH2N2S4 | ωB97M-V/def2-TZVPD

The geometry in XYZ format:
```
9
Properties=species:S:1:pos:R:3:lowdin_charge:R:1
C 0.338 2.025 -1.758 -1.36
N -0.030 0.745 -1.303 -0.21
N 0.904 -0.021 -0.678 -0.86
S -0.653 3.245 -1.932 0.65
S 2.018 2.212 -2.075 0.60
S 2.396 0.082 -1.597 0.54
S 1.058 0.135 1.172 0.64
H -0.940 0.322 -1.263 0.14
H 1.365 -1.204 1.319 -0.14
```

Values from the calculation:
SMILES string = S=C1NN(S)SS1
Net charge = 0
Energy above the lowest of the compared OMol25 structures with the same formula, charge and spin = 0.8619 eV
Frontier orbital gap = 8.244 eV
M = 170.31 g mol⁻¹
E_tot = -47388.1184 eV
LUMO = -0.472 eV

---

(3)
C4H9NO2 | ωB97M-V/def2-TZVPD

The geometry in XYZ format:
```
16
Properties=species:S:1:pos:R:3:lowdin_charge:R:1
C 0.182 1.293 0.696 0.01
C 0.443 0.229 -0.205 0.03
N 0.127 0.635 -1.467 0.11
C -0.381 1.890 -1.397 0.06
C -0.315 2.333 -0.041 0.03
H 0.301 1.273 1.766 0.14
H 0.980 -0.690 -0.030 0.13
H -0.001 0.032 -2.268 0.19
H -0.758 2.329 -2.314 0.16
H -0.662 3.313 0.278 0.14
H -1.414 -1.222 0.676 -0.01
H -2.615 -0.711 1.470 0.05
O -2.204 -1.521 1.139 -0.03
H 2.568 -2.418 0.531 0.03
H 1.635 -3.555 0.969 0.05
O 2.114 -3.210 0.196 -0.06
```

Values from the calculation:
Net charge = +1
Energy above the lowest of the compared OMol25 structures with the same formula, charge and spin = 0.9277 eV
Frontier orbital gap (alpha / beta) = 10.603 / 6.750 eV
2S+1 = 2
M = 103.12 g mol⁻¹
E_tot = -9870.2743 eV
LUMO (alpha / beta) = -4.275 / -8.128 eV

---

(4)
C2H5ISi | ωB97M-V/def2-TZVPD

The geometry in XYZ format:
```
9
Properties=species:S:1:pos:R:3:lowdin_charge:R:1
C -0.309 -0.565 0.344 -0.42
C -0.538 0.051 1.482 -0.10
Si 0.606 0.376 -0.993 0.23
I -0.301 -0.846 -2.976 0.32
H 1.953 -0.114 -1.331 -0.10
H -0.523 -1.548 0.072 0.00
H -0.244 1.170 1.661 0.08
H -1.013 -0.340 2.373 0.05
H 0.369 1.815 -0.631 -0.05
```

Values from the calculation:
SMILES string = C=C[SiH2]I
Net charge = 0
Energy above the lowest of the compared OMol25 structures with the same formula, charge and spin = 0.1551 eV
Frontier orbital gap = 9.757 eV
M = 184.05 g mol⁻¹
E_tot = -18132.7523 eV
LUMO = 0.312 eV

---

(5)
CH10NO4 | ωB97M-V/def2-TZVPD

The geometry in XYZ format:
```
16
Properties=species:S:1:pos:R:3:lowdin_charge:R:1
N 1.247 3.621 0.104 -0.04
C 0.227 2.699 -0.438 -0.59
O 0.207 1.551 0.272 -0.31
H 1.387 4.439 -0.477 0.02
H 2.120 3.098 0.118 0.04
H 0.400 2.493 -1.522 0.08
H -0.734 3.250 -0.389 0.08
H -1.900 0.130 -1.175 -0.02
H -0.525 0.515 -0.494 -0.04
O -1.068 -0.283 -0.913 -0.20
H -0.538 -6.468 -0.665 0.03
H -0.306 -5.014 -0.865 0.04
O -0.204 -5.855 -1.337 -0.07
H -0.732 -1.787 2.844 0.02
H 0.215 -0.810 2.176 0.03
O 0.204 -1.582 2.761 -0.08
```

Values from the calculation:
Net charge = -1
Energy above the lowest of the compared OMol25 structures with the same formula, charge and spin = 1.1674 eV
Frontier orbital gap = 6.490 eV
M = 100.09 g mol⁻¹
E_tot = -10879.7220 eV
LUMO = 3.089 eV

---

(6)
C20H24N2O3PdS | ωB97M-V/def2-TZVPD

The geometry in XYZ format:
```
51
Properties=species:S:1:pos:R:3:lowdin_charge:R:1
Pd 0.818 -0.637 0.981 1.06
O -0.591 0.155 -0.590 -0.04
C -1.517 0.957 -0.413 -0.29
C -2.576 1.056 -1.380 0.02
C -3.547 1.982 -1.244 0.02
C -3.572 2.896 -0.126 0.00
C -2.626 2.851 0.827 -0.01
C -1.565 1.874 0.768 -0.06
C -0.640 1.906 1.761 0.03
N 0.444 1.061 1.942 -0.05
N 1.275 1.398 2.820 0.17
C 2.453 0.610 2.819 -0.31
O 2.576 -0.290 1.948 -0.03
C 3.454 0.951 3.782 -0.15
C 3.205 1.925 4.767 0.01
C 4.182 2.213 5.695 -0.03
C 5.405 1.551 5.638 0.00
C 5.662 0.591 4.657 -0.02
C 4.691 0.282 3.735 0.02
H -2.530 0.379 -2.222 0.13
H -4.330 2.056 -1.987 0.13
H -4.370 3.624 -0.061 0.13
H -2.657 3.538 1.662 0.13
H -0.671 2.703 2.498 0.15
H 2.259 2.445 4.792 0.12
H 4.001 2.954 6.461 0.12
H 6.172 1.786 6.365 0.13
H 6.623 0.096 4.625 0.12
H 4.869 -0.459 2.967 0.13
C -4.663 -4.085 -0.061 -0.10
C -3.352 -4.840 0.128 -0.28
C -2.313 -4.084 0.953 -0.33
S -1.899 -2.461 0.275 1.00
O -0.878 -1.947 1.310 -0.61
C -0.937 -2.906 -1.194 -0.32
C 0.450 -3.496 -0.955 -0.23
C 1.508 -2.475 -0.546 -0.11
H -5.425 -4.745 -0.471 0.09
H -4.560 -3.242 -0.747 0.06
H -5.036 -3.699 0.890 0.08
H -2.925 -5.130 -0.835 0.10
H -3.532 -5.776 0.659 0.12
H -1.381 -4.638 1.074 0.10
H -2.692 -3.836 1.946 0.11
H -0.876 -1.976 -1.763 0.08
H -1.581 -3.579 -1.766 0.10
H 0.759 -3.959 -1.893 0.13
H 0.414 -4.302 -0.221 0.12
H 1.413 -1.533 -1.102 0.09
H 2.523 -2.828 -0.718 0.11
H 1.492 -2.363 0.570 0.05
```

Values from the calculation:
Net charge = +2
Energy above the lowest of the compared OMol25 structures with the same formula, charge and spin = 1.6081 eV
Frontier orbital gap = 5.676 eV
M = 478.91 g mol⁻¹
E_tot = -44548.3068 eV
LUMO = -9.327 eV

---

(7)
C4H15NO3 | ωB97M-V/def2-TZVPD

The geometry in XYZ format:
```
23
Properties=species:S:1:pos:R:3:lowdin_charge:R:1
C -1.240 -0.685 2.058 -0.06
C 0.033 -0.103 1.417 -0.20
N -0.201 1.078 0.516 0.13
C 1.012 1.389 -0.178 -0.25
C 0.910 1.679 -1.679 -0.06
O 2.398 -1.039 0.560 -0.15
H -2.003 0.051 2.359 0.09
H -1.747 -1.182 1.236 0.05
H -0.848 -1.332 2.851 0.09
H 0.525 -0.910 0.741 0.15
H 0.704 0.271 2.195 0.13
H -0.853 0.676 -0.171 0.09
H 1.510 2.254 0.340 0.15
H 1.704 0.596 0.038 0.06
H -0.028 2.165 -1.905 0.07
H 0.902 0.688 -2.151 0.08
H 1.772 2.162 -2.145 0.08
H -2.573 -0.099 -2.045 0.00
H 2.769 -1.892 0.831 0.01
O -1.662 0.070 -1.777 -0.25
H -0.820 -2.833 -1.015 0.01
H -1.330 -1.073 -1.358 -0.05
O -0.935 -1.930 -0.717 -0.18
```

Values from the calculation:
Net charge = 0
Energy above the lowest of the compared OMol25 structures with the same formula, charge and spin = 8.7515 eV
Frontier orbital gap = 4.247 eV
M = 125.17 g mol⁻¹
E_tot = -12015.4668 eV
LUMO = -4.804 eV

---

(8)
C4H10O2S | ωB97M-V/def2-TZVPD

The geometry in XYZ format:
```
17
Properties=species:S:1:pos:R:3:lowdin_charge:R:1
O -1.919 -0.126 -0.502 0.06
C -1.732 -1.026 0.328 -0.52
O -0.497 -1.562 0.612 0.05
C -2.820 -1.555 1.238 0.02
H 0.164 -0.951 0.160 0.05
H -2.816 -2.638 1.184 0.09
H -3.768 -1.073 0.902 0.11
H -2.537 -1.234 2.257 0.10
C 1.393 1.740 0.492 -0.29
S 2.216 0.228 -0.056 1.13
C 2.108 0.446 -1.857 -0.27
H 0.377 1.841 0.178 0.06
H 1.990 2.567 0.107 0.07
H 1.388 1.818 1.635 0.10
H 2.752 -0.337 -2.239 0.05
H 1.138 0.425 -2.340 0.08
H 2.563 1.437 -2.098 0.09
```

Values from the calculation:
Net charge = +1
Energy above the lowest of the compared OMol25 structures with the same formula, charge and spin = 0.0000 eV
Frontier orbital gap (alpha / beta) = 10.210 / 4.905 eV
2S+1 = 2
M = 122.19 g mol⁻¹
E_tot = -19231.5781 eV
LUMO (alpha / beta) = -3.750 / -9.010 eV